*a*
17
Properties=species:S:1:pos:R:3 method="wB97M-V/def2-TZVPD" mol_weight_g_mol=101.10 gap_ev=9.952 lumo_ev=0.430 total_charge=0
N -1.52 -0.10 -0.70
C -1.60 1.28 -0.66
O -0.37 1.96 -0.85
H -1.20 -0.49 -1.57
H -1.06 -0.62 0.12
H -2.22 1.66 -1.56
H -1.97 1.48 0.44
H -0.01 2.31 -0.03
O -0.33 -0.76 1.93
H 0.36 -0.15 1.60
H 0.23 -1.61 1.79
O 1.67 0.32 -0.22
H 2.47 0.72 -0.46
H 0.88 0.82 -0.73
O 1.17 -2.41 0.39
H 1.51 -1.58 -0.15
H 2.00 -2.82 0.67

*b*
17
Properties=species:S:1:pos:R:3 method="wB97M-V/def2-TZVPD" mol_weight_g_mol=101.10 gap_ev=11.075 lumo_ev=0.445 total_charge=0
C -3.85 0.25 -3.32
N -4.86 -0.30 -3.92
H -3.93 0.37 -2.22
H -3.15 0.89 -3.84
H -4.48 -0.29 -4.88
O 2.97 1.03 0.15
H 3.87 0.72 0.12
H 2.72 1.06 1.08
O 0.92 1.83 4.12
H 0.57 1.32 3.38
H 1.10 2.68 3.71
O 2.46 -1.70 -0.92
H 2.38 -1.95 -1.84
H 2.59 -0.74 -0.95
O 0.53 -1.15 2.64
H 0.44 -1.43 1.72
H 0.47 -2.01 3.07

Most stable to least stable: *a*, *b*

*a*
103
Properties=species:S:1:pos:R:3 method="wB97M-V/def2-TZVPD" mol_weight_g_mol=1133.79 gap_ev="6.613 / 6.236" lumo_ev="-4.150 / -4.210" total_charge=+1
Ir -0.41 0.59 0.25
S 0.21 2.20 -1.60
P 2.00 2.08 -0.67
C 1.73 0.68 0.35
P 2.28 -0.93 0.00
S 0.59 -1.24 -1.08
C 3.80 -1.17 -0.92
C 4.99 -1.39 -0.23
C 6.17 -1.57 -0.93
C 6.16 -1.55 -2.32
C 4.97 -1.34 -3.01
C 3.79 -1.15 -2.32
C 2.43 -1.98 1.44
C 2.99 -1.49 2.61
C 3.21 -2.36 3.67
C 2.87 -3.70 3.55
C 2.31 -4.18 2.38
C 2.09 -3.33 1.32
C 2.34 3.46 0.45
C 2.06 3.36 1.81
C 2.23 4.46 2.63
C 2.69 5.66 2.10
C 2.97 5.76 0.74
C 2.80 4.66 -0.08
C 3.39 2.08 -1.82
C 4.68 2.06 -1.30
C 5.77 2.05 -2.15
C 5.57 2.09 -3.53
C 4.28 2.12 -4.05
C 3.19 2.10 -3.19
H 4.99 -1.44 0.85
H 7.09 -1.74 -0.39
H 7.08 -1.70 -2.86
H 4.97 -1.33 -4.09
H 2.87 -0.98 -2.85
H 3.24 -0.44 2.70
H 3.65 -1.99 4.59
H 3.05 -4.37 4.38
H 2.03 -5.23 2.30
H 1.63 -3.70 0.41
H 1.73 2.41 2.23
H 2.03 4.38 3.69
H 2.82 6.52 2.74
H 3.34 6.69 0.33
H 3.03 4.74 -1.14
H 4.84 2.06 -0.22
H 6.77 2.03 -1.75
H 6.42 2.09 -4.20
H 4.13 2.15 -5.12
H 2.18 2.12 -3.59
N -6.06 1.70 -0.39
C -5.52 2.94 -0.36
O -6.07 3.93 -0.77
C -4.13 3.02 0.21
C -3.73 4.19 0.86
C -2.44 4.26 1.35
C -1.59 3.19 1.18
N -1.97 2.07 0.56
C -3.21 2.00 0.07
H -6.98 1.60 -0.78
H -5.65 0.91 0.08
H -4.43 5.01 0.94
H -2.08 5.15 1.86
H -0.57 3.23 1.55
H -3.46 1.11 -0.50
F -1.27 0.98 2.91
C -0.50 0.06 2.24
F -0.98 -1.15 2.63
F 0.71 0.15 2.87
C -6.06 -1.38 2.87
C -5.70 -2.42 2.03
C -4.53 -2.33 1.28
C -3.70 -1.21 1.35
C -4.07 -0.18 2.22
C -5.24 -0.26 2.97
Ge -2.18 -1.28 0.08
C -2.94 -0.89 -1.71
C -2.21 -0.34 -2.76
C -2.80 -0.11 -3.99
C -4.14 -0.42 -4.19
C -4.88 -0.96 -3.16
C -4.29 -1.19 -1.93
C -1.63 -3.16 0.13
C -1.54 -3.85 -1.08
C -1.23 -5.21 -1.09
C -1.02 -5.88 0.11
C -1.12 -5.19 1.31
C -1.42 -3.84 1.32
H -6.97 -1.44 3.45
H -6.32 -3.30 1.95
H -4.26 -3.17 0.64
H -3.44 0.68 2.36
H -5.50 0.54 3.64
H -1.16 -0.08 -2.63
H -2.21 0.32 -4.80
H -4.60 -0.23 -5.15
H -5.92 -1.21 -3.31
H -4.88 -1.61 -1.13
H -1.72 -3.34 -2.01
H -1.17 -5.73 -2.03
H -0.79 -6.94 0.10
H -0.97 -5.72 2.25
H -1.50 -3.32 2.27

*b*
103
Properties=species:S:1:pos:R:3 method="wB97M-V/def2-TZVPD" mol_weight_g_mol=1133.79 gap_ev="6.500 / 6.503" lumo_ev="-3.822 / -3.823" total_charge=+1
Ir -0.69 0.40 0.09
S 0.76 -0.54 -1.69
P 0.80 -2.08 -0.36
C -0.28 -1.39 0.79
P -1.76 -1.92 1.52
S -2.88 -0.34 0.87
C -1.68 -2.12 3.29
C -0.49 -2.55 3.88
C -0.44 -2.77 5.25
C -1.57 -2.54 6.02
C -2.75 -2.10 5.44
C -2.81 -1.89 4.07
C -2.43 -3.46 0.88
C -2.84 -3.52 -0.46
C -3.33 -4.70 -0.97
C -3.43 -5.83 -0.16
C -3.02 -5.78 1.16
C -2.52 -4.59 1.68
C 0.36 -3.64 -1.14
C -0.01 -3.69 -2.48
C -0.34 -4.92 -3.05
C -0.31 -6.07 -2.29
C 0.06 -6.02 -0.95
C 0.41 -4.81 -0.38
C 2.40 -2.36 0.41
C 3.37 -3.12 -0.26
C 4.60 -3.33 0.34
C 4.87 -2.80 1.59
C 3.91 -2.04 2.25
C 2.68 -1.81 1.66
H 0.39 -2.72 3.27
H 0.48 -3.10 5.71
H -1.53 -2.70 7.09
H -3.62 -1.91 6.05
H -3.72 -1.53 3.61
H -2.78 -2.63 -1.08
H -3.65 -4.75 -2.01
H -3.82 -6.75 -0.57
H -3.10 -6.65 1.79
H -2.21 -4.55 2.72
H -0.04 -2.79 -3.07
H -0.62 -4.96 -4.10
H -0.56 -7.02 -2.74
H 0.09 -6.92 -0.36
H 0.72 -4.77 0.66
H 3.15 -3.55 -1.23
H 5.35 -3.92 -0.17
H 5.83 -2.97 2.06
H 4.13 -1.61 3.22
H 1.94 -1.19 2.15
N -3.48 5.49 -0.14
C -3.77 4.98 -1.35
O -4.38 5.59 -2.21
C -3.29 3.58 -1.65
C -3.76 2.95 -2.79
C -3.30 1.68 -3.09
C -2.38 1.09 -2.26
N -1.92 1.69 -1.15
C -2.38 2.91 -0.85
H -3.80 6.42 0.06
H -3.03 4.97 0.59
H -4.46 3.48 -3.42
H -3.64 1.15 -3.97
H -1.98 0.10 -2.46
H -1.97 3.35 0.04
F 0.48 1.93 2.20
C -0.74 1.41 1.87
F -1.63 2.43 1.98
F -1.01 0.61 2.93
C 5.29 1.80 1.37
C 4.51 2.90 1.69
C 3.24 3.03 1.15
C 2.73 2.07 0.28
C 3.53 0.97 -0.04
C 4.80 0.84 0.50
Ge 0.99 2.40 -0.56
C 0.40 4.23 -0.10
C 0.33 5.14 -1.16
C 0.01 6.48 -0.94
C -0.24 6.94 0.34
C -0.16 6.05 1.40
C 0.15 4.71 1.19
C 1.18 2.38 -2.51
C 2.42 2.04 -3.07
C 2.61 2.02 -4.44
C 1.56 2.34 -5.29
C 0.33 2.70 -4.76
C 0.15 2.72 -3.39
H 6.29 1.70 1.79
H 4.88 3.66 2.37
H 2.65 3.90 1.40
H 3.17 0.20 -0.71
H 5.41 -0.02 0.23
H 0.54 4.83 -2.17
H -0.03 7.16 -1.79
H -0.48 7.98 0.51
H -0.33 6.40 2.41
H 0.22 4.06 2.04
H 3.25 1.80 -2.42
H 3.58 1.76 -4.85
H 1.71 2.33 -6.37
H -0.49 2.98 -5.42
H -0.81 3.06 -3.00

Most stable to least stable: *b*, *a*

*a*
9
Properties=species:S:1:pos:R:3 method="wB97M-V/def2-TZVPD" mol_weight_g_mol=68.08 gap_ev="8.351 / 7.511" lumo_ev="-0.371 / -1.240" total_charge=0
C -0.09 0.33 1.00
C -1.11 -0.60 0.51
C 0.40 -0.96 0.50
C -0.21 -0.18 -0.55
O 0.23 1.51 -1.95
H 0.13 1.17 1.50
H -2.00 -1.15 0.57
H 1.39 -1.56 0.53
H 1.24 1.44 -2.11

*b*
9
Properties=species:S:1:pos:R:3 method="wB97M-V/def2-TZVPD" mol_weight_g_mol=68.07 gap_ev=10.896 lumo_ev=1.062 total_charge=0
C -2.26 0.21 -0.10
C -1.09 -0.20 0.12
C 0.32 -0.44 0.50
C 1.26 0.72 0.15
O 1.28 -0.47 -0.65
H -3.22 0.37 -0.57
H 0.59 -0.98 1.45
H 0.90 1.64 -0.42
H 2.11 1.02 0.78

Most stable to least stable: *b*, *a*

*a*
9
Properties=species:S:1:pos:R:3 method="wB97M-V/def2-TZVPD" mol_weight_g_mol=68.07 gap_ev=11.047 lumo_ev=0.957 total_charge=0
C 1.76 0.26 0.99
C 1.00 -0.36 0.31
C -0.25 -0.72 -0.37
C -1.11 0.55 -0.44
O -0.85 1.58 0.12
H 2.40 0.86 1.60
H -0.14 -1.15 -1.38
H -0.80 -1.47 0.22
H -2.02 0.45 -1.05

*b*
9
Properties=species:S:1:pos:R:3 method="wB97M-V/def2-TZVPD" mol_weight_g_mol=68.08 gap_ev="8.420 / 8.928" lumo_ev="-0.081 / 0.079" total_charge=0
C 0.27 0.65 1.22
C -0.39 -1.16 0.63
C 0.42 1.41 0.18
C -0.35 -1.27 -0.66
O -0.15 -0.64 1.82
H 0.71 2.49 0.33
H 0.41 1.00 -0.85
H -0.88 -1.98 -1.24
H -0.04 -0.49 -1.43

Most stable to least stable: *a*, *b*